[1]
Formula: C48H43Cl5N7O3SSiY
Source: the OMol25 dataset
Level of theory: wB97M-V/def2-TZVPD

Geometry as ORCA input:
```
! RIJCOSX wB97M-V def2-TZVPD def2/J DEFGRID3
* xyz 0 1
Y -0.149 -0.387 0.494
Cl 5.075 -1.095 6.152
C 4.078 -1.148 4.727
C 2.834 -0.544 4.739
C 2.066 -0.602 3.593
Cl 0.510 0.179 3.541
C 2.459 -1.253 2.409
O 1.720 -1.292 1.356
C 3.748 -1.826 2.462
Cl 4.340 -2.597 1.020
C 4.544 -1.788 3.589
H 2.471 -0.037 5.621
H 5.521 -2.251 3.579
C 0.670 4.219 -2.252
N 1.430 3.003 -2.476
C 2.742 2.934 -2.908
C 3.058 1.632 -3.017
N 1.930 0.910 -2.650
C 0.921 1.760 -2.322
S -0.645 1.387 -1.835
C 1.890 -0.516 -2.633
C 2.319 -1.190 -3.758
C 2.402 -2.574 -3.694
C 2.085 -3.205 -2.508
C 1.648 -2.437 -1.440
N 1.519 -1.107 -1.502
H 1.368 5.041 -2.111
H 0.052 4.094 -1.365
H 0.020 4.427 -3.102
H 3.334 3.814 -3.084
H 3.977 1.146 -3.286
H 2.566 -0.642 -4.657
H 2.715 -3.142 -4.560
H 2.142 -4.278 -2.402
H 1.380 -2.884 -0.493
C 4.206 1.765 0.656
C 4.022 3.016 1.219
C 2.732 3.462 1.446
C 1.658 2.646 1.101
N 1.837 1.431 0.570
C 3.086 1.009 0.359
C 0.254 3.071 1.349
C -0.071 4.410 1.525
C -1.386 4.758 1.794
C -2.331 3.757 1.890
C -1.928 2.448 1.672
N -0.670 2.104 1.393
H 5.192 1.361 0.474
H 4.868 3.629 1.498
H 2.563 4.415 1.924
H 3.181 0.005 -0.035
H 0.688 5.175 1.439
H -1.660 5.797 1.926
H -3.372 3.962 2.095
H -2.645 1.643 1.703
C -2.526 -4.722 1.698
Si -1.234 -3.366 1.850
C 0.309 -4.108 2.640
C -1.958 -2.106 3.060
N -0.858 -2.574 0.356
C -1.146 -3.117 -0.880
C -1.107 -4.499 -1.161
C -1.371 -4.993 -2.428
C -1.673 -4.144 -3.487
C -1.685 -2.776 -3.248
C -1.412 -2.283 -1.984
H -2.945 -4.907 2.691
H -2.147 -5.669 1.316
H -3.341 -4.388 1.051
H 0.051 -4.889 3.361
H 0.890 -3.348 3.169
H 0.964 -4.549 1.883
H -1.481 -2.160 4.041
H -3.023 -2.318 3.169
H -1.922 -1.070 2.716
H -0.849 -5.186 -0.366
H -1.338 -6.065 -2.592
H -1.891 -4.540 -4.471
H -1.900 -2.081 -4.053
H -1.403 -1.206 -1.852
Cl -4.605 0.747 3.621
C -6.319 0.955 3.478
C -7.074 1.114 4.628
C -8.443 1.290 4.516
C -9.051 1.308 3.272
C -8.278 1.136 2.135
Cl -9.045 1.173 0.584
C -6.898 0.950 2.206
N -6.125 0.765 1.045
C -5.555 1.856 0.396
C -5.916 3.166 0.724
C -5.369 4.242 0.040
C -4.442 4.037 -0.967
C -4.078 2.734 -1.288
C -4.620 1.638 -0.636
C -4.222 0.234 -1.023
C -3.486 -0.458 0.128
O -4.054 -1.314 0.796
O -2.303 -0.002 0.351
H -6.588 1.100 5.593
H -9.043 1.417 5.408
H -10.118 1.447 3.173
H -5.614 -0.115 1.000
H -6.642 3.341 1.508
H -5.677 5.247 0.304
H -4.012 4.873 -1.503
H -3.352 2.558 -2.074
H -3.563 0.275 -1.891
H -5.100 -0.364 -1.274
*
```

Frontier orbital gap = 6.2113 eV
HOMO energy = -0.244 Eh
E_LUMO = -0.4412 eV

---

[2]
Formula: C48H44BF5NO28
Source: the OMol25 dataset
Level of theory: wB97M-V/def2-TZVPD

Geometry as ORCA input:
```
! RIJCOSX wB97M-V def2-TZVPD def2/J DEFGRID3
* xyz -1 1
C 2.358 4.424 -3.236
C 3.429 3.661 -2.975
C 4.580 3.644 -3.920
O 5.825 4.119 -3.520
B 6.659 3.834 -4.731
C 8.195 3.463 -4.163
O 8.460 4.002 -2.858
C 9.110 3.127 -1.990
C 8.121 2.178 -1.302
O 6.704 4.906 -5.719
C 6.925 6.172 -5.176
C 5.631 7.001 -5.028
C 5.322 7.337 -3.577
O 5.983 2.636 -5.335
C 4.903 2.261 -4.534
N 5.430 1.274 -3.600
C 3.754 1.750 -5.412
F 3.132 2.739 -6.085
F 4.234 0.889 -6.353
C 2.651 0.961 -4.596
F 1.423 1.514 -4.789
F 2.872 0.979 -3.270
F 2.552 -0.334 -4.995
H 2.519 5.343 -3.781
H 1.352 4.132 -2.984
H 3.411 3.057 -2.079
H 4.277 4.309 -4.730
H 8.385 2.388 -4.194
H 8.921 3.916 -4.846
H 9.913 2.575 -2.480
H 9.545 3.749 -1.211
H 8.052 1.233 -1.825
H 7.152 2.658 -1.346
H 8.366 2.042 -0.254
H 7.610 6.710 -5.829
H 7.381 6.122 -4.187
H 5.828 7.947 -5.529
H 4.809 6.516 -5.536
H 5.532 6.499 -2.922
H 5.948 8.162 -3.249
H 4.291 7.641 -3.412
H 4.947 0.389 -3.674
H 6.372 1.088 -3.905
C 2.004 2.376 1.842
C 1.244 1.744 2.743
C 0.856 0.298 2.590
O 0.173 -0.203 3.470
C 1.305 -0.416 1.414
C 2.065 0.213 0.504
C 2.475 1.655 0.670
O 3.168 2.134 -0.199
O 2.506 -0.370 -0.593
O 0.772 2.330 3.839
H 2.288 3.414 1.943
H 1.006 -1.448 1.305
H 3.023 0.302 -1.083
H 0.262 1.644 4.307
C -2.105 0.543 -1.463
C -3.309 -0.042 -1.435
C -3.716 -1.059 -2.465
O -4.823 -1.571 -2.373
C -2.782 -1.384 -3.521
C -1.572 -0.802 -3.552
C -1.151 0.195 -2.505
O -0.033 0.659 -2.570
O -0.678 -1.057 -4.485
O -4.197 0.244 -0.481
H -1.800 1.269 -0.721
H -3.096 -2.103 -4.264
H 0.108 -0.507 -4.291
H -4.990 -0.303 -0.644
C -2.973 2.366 4.019
C -3.405 1.987 5.228
C -3.865 0.581 5.508
O -4.217 0.318 6.648
C -3.862 -0.367 4.417
C -3.431 0.005 3.204
C -2.939 1.403 2.926
O -2.537 1.664 1.808
O -3.400 -0.840 2.188
O -3.458 2.807 6.272
H -2.635 3.372 3.813
H -4.203 -1.368 4.615
H -3.055 -0.353 1.414
H -3.801 2.273 7.013
C -3.140 -5.604 0.874
C -3.208 -4.343 0.424
C -2.111 -3.344 0.682
O -2.242 -2.228 0.216
C -0.966 -3.768 1.471
C -0.902 -5.028 1.925
C -1.983 -6.035 1.640
O -1.836 -7.163 2.073
O 0.103 -5.487 2.656
O -4.229 -3.878 -0.278
H -3.921 -6.328 0.690
H -0.192 -3.040 1.667
H -0.110 -6.420 2.852
H -4.028 -2.941 -0.467
C -2.366 -5.253 8.291
C -2.954 -4.170 7.757
C -3.127 -4.025 6.271
O -3.676 -3.032 5.841
C -2.620 -5.066 5.408
C -2.028 -6.141 5.935
C -1.873 -6.313 7.422
O -1.338 -7.329 7.823
O -1.543 -7.108 5.174
O -3.419 -3.162 8.478
H -2.236 -5.375 9.357
H -2.737 -4.933 4.342
H -1.159 -7.778 5.772
H -3.789 -2.510 7.849
C -8.250 -2.096 1.461
C -9.455 -2.677 1.495
C -9.880 -3.686 0.465
O -10.988 -4.178 0.584
C -8.958 -4.010 -0.602
C -7.747 -3.429 -0.647
C -7.312 -2.435 0.403
O -6.199 -1.952 0.330
O -6.879 -3.696 -1.605
O -10.361 -2.418 2.426
H -7.934 -1.372 2.199
H -9.281 -4.725 -1.345
H -6.078 -3.162 -1.437
H -11.133 -2.976 2.211
*
```

Frontier orbital gap = 4.2682 eV
HOMO energy = -0.179 Eh
E_LUMO = -0.6127 eV

---

- What is the HOMO energy in the second record?
  -0.179 Eh

---

- Look up the HOMO energy of the second one.
  -0.179 Eh

---

- Which of these has the highest HOMO energy?
  C48H44BF5NO28

---

- Which value of E_LUMO does entry 2 give?
  -0.6127 eV